<i>
Entry from the Open Molecules 2025 dataset: C41H43BN8P2S4Ta as an isolated structure (ωB97M-V with the def2-TZVPD basis set).

Summary:
- LUMO energy (eV) = -9.75
- Kohn-Sham gap (Ha) = 0.214

```
! RIJCOSX wB97M-V def2-TZVPD def2/J DEFGRID3
* xyz 3 1
Ta 0.354 1.100 -0.205
C -2.116 4.263 -3.870
S -0.550 3.583 -4.455
C 0.039 2.707 -3.085
S -0.770 2.809 -1.504
N 1.106 2.041 -3.239
N 1.508 1.301 -2.129
C 2.719 0.867 -2.255
C 3.265 -0.038 -1.339
C 4.582 -0.340 -1.365
C 5.244 -1.280 -0.512
C 4.672 -2.348 0.088
C 3.343 -2.916 -0.121
N 2.355 -0.578 -0.357
H -2.473 4.871 -4.699
H -1.973 4.905 -3.002
H -2.835 3.470 -3.674
H 3.296 1.221 -3.105
H 5.203 0.238 -2.047
H 6.314 -1.153 -0.388
H 5.313 -2.939 0.738
H 3.108 -3.805 0.451
C -2.815 -1.048 1.268
N -1.711 -1.552 0.371
P -1.597 -0.681 -1.137
C -1.138 -1.804 -2.467
C -0.367 -1.284 -3.506
C -0.123 -2.047 -4.645
C -0.657 -3.323 -4.747
C -1.420 -3.847 -3.706
C -1.656 -3.096 -2.566
C -3.322 -0.244 -1.493
C -3.739 1.064 -1.721
C -5.069 1.332 -2.027
C -5.989 0.300 -2.097
C -5.581 -1.009 -1.859
C -4.257 -1.284 -1.566
P -0.129 -1.377 1.052
C -0.209 -2.131 2.678
C 0.677 -1.676 3.653
C 0.703 -2.284 4.901
C -0.160 -3.335 5.173
C -1.050 -3.785 4.200
C -1.082 -3.187 2.949
C 0.828 -2.494 0.020
C 2.130 -2.045 -0.469
C 2.768 -2.910 -1.548
C 2.039 -4.104 -1.972
C 0.985 -4.557 -1.279
C 0.369 -3.723 -0.275
H -3.763 -1.454 0.937
H -2.897 0.039 1.278
H -2.640 -1.385 2.282
H 0.017 -0.271 -3.453
H 0.467 -1.636 -5.457
H -0.485 -3.913 -5.641
H -1.834 -4.846 -3.786
H -2.239 -3.521 -1.756
H -3.036 1.873 -1.672
H -5.387 2.353 -2.213
H -7.025 0.508 -2.338
H -6.299 -1.819 -1.903
H -3.960 -2.308 -1.390
H 1.346 -0.844 3.443
H 1.385 -1.929 5.664
H -0.150 -3.804 6.151
H -1.731 -4.599 4.420
H -1.786 -3.537 2.201
H 2.780 -0.426 0.553
H 3.430 -2.447 -2.266
H 2.392 -4.625 -2.854
H 0.512 -5.493 -1.547
H -0.568 -4.057 0.163
C -3.171 3.972 0.405
N -1.906 4.436 0.995
C -1.542 5.762 1.121
C -0.369 5.778 1.794
N -0.020 4.472 2.087
B 1.040 4.245 3.254
N 1.774 2.830 3.300
C 2.196 2.413 4.553
C 3.175 1.499 4.389
N 3.345 1.348 3.026
C 4.393 0.521 2.424
C 2.477 2.165 2.390
S 2.371 2.310 0.647
C -0.955 3.688 1.577
S -0.953 1.938 1.664
H -3.296 4.413 -0.581
H -4.001 4.272 1.038
H -3.162 2.891 0.321
H -2.151 6.568 0.737
H 0.238 6.612 2.117
H 1.890 5.090 3.124
H 0.425 4.324 4.289
H 1.778 2.832 5.457
H 3.774 0.963 5.111
H 5.332 0.704 2.939
H 4.514 0.791 1.381
H 4.150 -0.537 2.514
*
```

<ii>
Entry from the Open Molecules 2025 dataset: C41H43BN8P2S4Ta as an isolated structure (ωB97M-V with the def2-TZVPD basis set).

Summary:
- LUMO energy (eV) = -9.48
- Kohn-Sham gap (Ha) = 0.238

```
! RIJCOSX wB97M-V def2-TZVPD def2/J DEFGRID3
* xyz 3 1
Ta 0.561 0.391 0.571
C 2.891 5.822 -0.278
S 1.603 5.209 0.820
C 1.540 3.547 0.401
S 0.349 2.661 1.361
N 2.274 3.018 -0.519
N 2.035 1.657 -0.653
C 2.695 1.095 -1.596
C 2.608 -0.349 -1.701
C 3.399 -1.060 -2.580
C 3.474 -2.443 -2.447
C 2.801 -3.042 -1.399
C 1.996 -2.266 -0.579
N 1.838 -0.947 -0.753
H 2.951 6.888 -0.068
H 2.616 5.663 -1.317
H 3.841 5.346 -0.052
H 3.371 1.673 -2.216
H 3.982 -0.534 -3.323
H 4.087 -3.028 -3.120
H 2.878 -4.102 -1.204
H 1.477 -2.716 0.253
C -1.324 -0.744 -3.368
N -1.530 -0.244 -1.990
P -1.402 -1.242 -0.617
C -3.099 -1.572 -0.084
C -4.095 -1.466 -1.056
C -5.400 -1.814 -0.746
C -5.718 -2.266 0.527
C -4.728 -2.382 1.493
C -3.417 -2.042 1.191
C -0.848 -2.943 -0.904
C -0.728 -3.641 0.308
C -0.438 -4.993 0.320
C -0.273 -5.674 -0.882
C -0.408 -4.996 -2.082
C -0.700 -3.635 -2.102
P -0.935 1.295 -1.470
C -0.630 2.243 -2.974
C -1.776 2.427 -3.765
C -1.708 3.166 -4.930
C -0.504 3.751 -5.311
C 0.624 3.595 -4.524
C 0.566 2.840 -3.358
C -2.245 2.289 -0.708
C -2.069 3.678 -0.789
C -2.946 4.535 -0.149
C -4.012 4.022 0.581
C -4.191 2.651 0.669
C -3.306 1.785 0.037
H -2.078 -1.495 -3.596
H -0.326 -1.163 -3.503
H -1.455 0.071 -4.071
H -3.867 -1.090 -2.045
H -6.172 -1.729 -1.499
H -6.737 -2.537 0.765
H -4.974 -2.744 2.482
H -2.661 -2.163 1.949
H -0.852 -3.131 1.259
H -0.352 -5.516 1.263
H -0.060 -6.735 -0.879
H -0.305 -5.528 -3.018
H -0.814 -3.155 -3.059
H -2.728 2.006 -3.461
H -2.593 3.301 -5.536
H -0.456 4.342 -6.216
H 1.552 4.069 -4.812
H 1.449 2.776 -2.747
H -1.255 4.103 -1.362
H -2.808 5.604 -0.234
H -4.708 4.694 1.066
H -5.029 2.245 1.220
H -3.485 0.727 0.121
C 5.349 -1.318 0.943
N 4.348 -1.881 1.849
C 4.473 -3.099 2.472
C 3.376 -3.251 3.252
N 2.586 -2.135 3.111
B 1.166 -2.054 3.806
N 0.882 -0.589 4.304
C 1.351 -0.044 5.477
C 0.676 1.108 5.711
N -0.226 1.258 4.679
C -1.258 2.298 4.608
C -0.063 0.229 3.840
S -0.974 -0.057 2.364
C 3.185 -1.316 2.245
S 2.735 0.312 1.790
H 5.333 -1.855 -0.004
H 6.331 -1.411 1.400
H 5.131 -0.267 0.781
H 5.337 -3.725 2.333
H 3.098 -4.050 3.916
H 0.329 -2.367 2.998
H 1.199 -2.781 4.757
H 2.111 -0.530 6.062
H 0.726 1.809 6.525
H -0.859 3.208 5.045
H -2.137 1.974 5.160
H -1.520 2.478 3.569
*
```

Here is how they stack up, most stable first: <ii>, <i>.

<i>
Entry from the Open Molecules 2025 dataset: a 2-piece molecular cluster, C6H12N overall (ωB97M-V with the def2-TZVPD basis set).

Summary:
- LUMO energy (alpha / beta) (eV) = -5.26 / -4.84
- Kohn-Sham gap (alpha / beta) (Ha) = 0.304 / 0.332

```
! RIJCOSX wB97M-V def2-TZVPD def2/J DEFGRID3
* xyz 1 1
C 3.388 -0.721 -0.067
C 2.103 -0.797 0.192
C -0.230 0.035 -0.200
C -2.550 -1.233 0.166
C 0.510 2.237 -0.165
C -1.033 -1.220 -0.183
N -0.444 1.274 -0.026
H 4.129 -1.189 0.617
H 1.511 -1.325 0.933
H -2.839 -0.390 0.772
H -2.656 -2.046 1.018
H -3.221 -1.423 -0.667
H 1.559 1.721 -0.263
H 0.201 3.137 -0.709
H 0.770 2.799 0.810
H -1.042 -1.737 -1.149
H -0.513 -1.780 0.536
H -1.502 1.600 -0.040
H 3.932 -0.130 -0.840
*
```

<ii>
Entry from the Open Molecules 2025 dataset: a 2-piece molecular cluster, C6H12N overall (ωB97M-V with the def2-TZVPD basis set).

Summary:
- LUMO energy (alpha / beta) (eV) = -7.30 / -5.35
- Kohn-Sham gap (alpha / beta) (Ha) = 0.196 / 0.286

```
! RIJCOSX wB97M-V def2-TZVPD def2/J DEFGRID3
* xyz 1 1
C 1.438 -2.207 -1.882
C 0.173 -1.661 -1.961
C 0.781 0.229 0.011
C -0.389 0.697 -0.848
C -0.083 -0.608 -0.996
C -1.135 1.915 -0.757
N -0.188 0.896 3.189
H 2.346 -2.000 -1.249
H 1.674 -3.146 -2.333
H -0.048 -1.246 -3.002
H -0.643 -2.372 -1.976
H 1.830 0.500 -0.263
H 0.456 0.152 1.104
H -1.455 1.910 0.252
H -2.098 2.019 -1.310
H -0.545 2.840 -0.778
H -1.078 0.878 2.846
H 0.075 1.844 3.378
H -0.177 0.366 4.022
*
```

<iii>
Entry from the Open Molecules 2025 dataset: an isolated ion of composition C6H12N and charge +1 (ωB97M-V with the def2-TZVPD basis set).

Summary:
- LUMO energy (eV) = -5.44
- SMILES string = C=[NH+]C(=C)CCC
- Kohn-Sham gap (Ha) = 0.326

```
! RIJCOSX wB97M-V def2-TZVPD def2/J DEFGRID3
* xyz 1 1
C 2.451 0.487 -1.059
C 1.770 0.032 0.253
C 0.438 -0.896 0.093
C -0.785 -0.067 0.231
C -1.001 1.178 -0.204
C -3.116 -0.599 0.649
N -1.879 -0.774 0.909
H 1.781 0.542 -1.910
H 2.868 1.494 -0.881
H 3.445 0.074 -1.230
H 2.533 -0.602 0.692
H 1.289 0.844 0.785
H 0.408 -1.131 -0.976
H 0.575 -1.738 0.759
H -1.878 1.799 -0.243
H -0.107 1.700 -0.534
H -3.947 -1.042 1.184
H -3.337 0.174 -0.070
H -1.506 -1.475 1.551
*
```

<iv>
Entry from the Open Molecules 2025 dataset: an isolated ion of composition C6H12N and charge +1 (ωB97M-V with the def2-TZVPD basis set).

Summary:
- LUMO energy (eV) = -5.80
- SMILES string = C=[NH+]/C=C/CCC
- Kohn-Sham gap (Ha) = 0.302

```
! RIJCOSX wB97M-V def2-TZVPD def2/J DEFGRID3
* xyz 1 1
C 1.209 0.736 2.316
C 1.022 1.666 1.095
C -0.140 1.374 0.287
C -0.042 0.173 -0.767
C -1.100 -0.555 -1.197
N -0.705 -1.689 -1.999
C -1.521 -2.803 -2.068
H 1.431 1.327 3.266
H 0.534 -0.165 2.297
H 2.243 0.267 2.085
H 0.778 2.746 1.501
H 1.947 1.897 0.568
H -1.010 1.196 0.920
H -0.452 2.278 -0.173
H 1.131 -0.142 -0.870
H -1.952 -0.586 -0.601
H 0.279 -1.497 -2.294
H -2.422 -2.681 -1.459
H -1.229 -3.542 -2.906
*
```

Here is how they stack up, most stable first: <iii>, <iv>, <i>, <ii>.

<i>
Entry from the Open Molecules 2025 dataset: a 2-piece molecular cluster, C4H10N overall (ωB97M-V with the def2-TZVPD basis set).

Summary:
- LUMO energy (eV) = -3.86
- Kohn-Sham gap (Ha) = 0.354

```
! RIJCOSX wB97M-V def2-TZVPD def2/J DEFGRID3
* xyz 1 1
C 1.328 1.188 1.162
C 0.121 0.622 1.063
C -0.075 -0.829 0.952
C -1.244 -1.402 0.624
H 2.220 0.575 1.147
H 1.481 2.252 1.276
H -0.760 1.257 1.061
H 0.779 -1.465 1.153
H -1.331 -2.476 0.654
H -2.135 -0.802 0.476
N -0.084 0.206 -1.936
H -0.383 -0.536 -1.268
H -0.871 0.783 -2.248
H 0.549 0.789 -1.369
H 0.406 -0.160 -2.749
*
```

<ii>
Entry from the Open Molecules 2025 dataset: a 2-piece molecular cluster, C4H10N overall (ωB97M-V with the def2-TZVPD basis set).

Summary:
- LUMO energy (alpha / beta) (eV) = -5.25 / -4.32
- Kohn-Sham gap (alpha / beta) (Ha) = 0.305 / 0.360

```
! RIJCOSX wB97M-V def2-TZVPD def2/J DEFGRID3
* xyz 1 1
C -0.471 0.275 1.521
C 0.113 -0.133 0.236
C 0.635 -1.543 -0.121
C -0.953 0.886 -2.049
N 0.880 0.777 1.136
H -1.134 1.107 1.616
H -0.326 -0.498 2.289
H 0.816 -1.722 -1.133
H -0.234 -2.158 0.083
H 1.436 -1.945 0.547
H -1.083 1.987 -2.027
H -1.876 0.435 -1.885
H -0.407 0.284 -2.845
H 0.899 1.779 0.905
H 1.706 0.470 1.726
*
```

<iii>
Entry from the Open Molecules 2025 dataset: a 2-piece molecular cluster, C4H10N overall (ωB97M-V with the def2-TZVPD basis set).

Summary:
- LUMO energy (eV) = -4.51
- Kohn-Sham gap (Ha) = 0.418

```
! RIJCOSX wB97M-V def2-TZVPD def2/J DEFGRID3
* xyz 1 1
C 2.460 0.031 -0.329
C 1.448 -0.146 0.477
C -1.249 -1.110 -0.106
C -0.994 1.283 0.252
N -0.412 0.062 -0.295
H 3.444 -0.058 -0.010
H 2.214 0.308 -1.288
H 1.334 -0.721 1.474
H -1.598 -1.260 1.006
H -2.234 -1.042 -0.711
H -0.845 -2.162 -0.462
H -1.138 0.903 1.317
H -0.361 2.242 0.008
H -1.962 1.415 -0.126
H -0.108 0.257 -1.208
*
```

<iv>
Entry from the Open Molecules 2025 dataset: an isolated ion of composition C4H10N and charge +1 (ωB97M-V with the def2-TZVPD basis set).

Summary:
- LUMO energy (eV) = -3.49
- SMILES string = C1CC[NH2+]C1
- Kohn-Sham gap (Ha) = 0.490

```
! RIJCOSX wB97M-V def2-TZVPD def2/J DEFGRID3
* xyz 1 1
C -0.120 -0.550 -1.145
N -0.849 -0.857 0.172
C -0.262 0.003 1.275
C 0.906 0.673 0.579
C 0.439 0.842 -0.860
H -0.888 -0.600 -1.908
H 0.594 -1.336 -1.387
H -1.825 -0.601 0.007
H -0.939 -1.843 0.424
H -1.033 0.685 1.616
H 0.093 -0.603 2.101
H 1.726 -0.048 0.553
H 1.251 1.574 1.071
H -0.372 1.554 -1.003
H 1.278 1.107 -1.495
*
```

Here is how they stack up, most stable first: <iv>, <i>, <iii>, <ii>.